23
Properties=species:S:1:pos:R:3:mulliken_charge:R:1 method="wB97M-V/def2-TZVPD" molar_mass_g_mol=253.06 charge=-1 e_tot_ev=-20667.24148 largest_force_ev_per_a=2.52 homo_lumo_gap_ev=8.0010
I -0.49167 0.08248 -0.88323 -0.602
C 3.23859 -1.09515 -2.52387 -0.520
O 3.18162 0.11642 -1.79181 -0.458
H 3.09190 -2.00500 -1.94185 0.234
H 2.50535 -1.10050 -3.33036 0.243
H 4.19529 -1.05159 -3.04438 0.239
H 2.25099 0.14524 -1.55796 0.171
C -1.99584 -2.86211 -3.27935 -0.559
O -2.75557 -2.11968 -2.42561 -0.439
H -1.75013 -2.47041 -4.26641 0.237
H -1.11724 -3.13171 -2.69327 0.240
H -2.44056 -3.80710 -3.59130 0.255
H -2.13308 -1.41988 -2.21492 0.141
C -0.97321 1.61408 2.97287 -0.125
C -0.12655 2.03599 4.14538 -0.487
O -0.66516 3.27079 4.68506 -0.541
O -0.80614 2.40601 1.81355 -0.475
H -2.02687 1.55644 3.24596 0.203
H -0.65570 0.60570 2.70741 0.276
H 0.94993 2.12760 4.00084 0.285
H -0.14304 1.31348 4.96134 0.278
H -0.55700 3.92450 3.99040 0.320
H -0.77594 1.86441 1.02148 0.082

=====

19
Properties=species:S:1:pos:R:3:mulliken_charge:R:1 method="wB97M-V/def2-TZVPD" molar_mass_g_mol=76.16 charge=+1 e_tot_ev=-5858.09884 largest_force_ev_per_a=1.55 homo_lumo_gap_ev=11.3543
C 0.76674 1.11875 -1.75787 -0.859
N 0.99586 1.70722 -0.37972 -0.177
H 1.45409 1.68764 -2.37079 0.377
H -0.29467 1.26252 -1.93840 0.401
H 0.95768 0.05435 -1.82494 0.363
H 1.92734 1.46180 -0.03375 0.398
H 0.85725 2.71490 -0.31314 0.394
H 0.38130 1.27173 0.30872 0.041
C -1.55559 -0.13166 1.06756 -1.384
C -0.81447 -1.17115 0.23612 -0.024
C 0.41995 -1.79489 0.91860 -0.995
H -0.86820 0.38723 1.74084 0.407
H -2.06824 0.56480 0.39780 0.348
H -2.35280 -0.56224 1.66557 0.369
H -1.40745 -2.02895 -0.09072 0.395
H -0.52761 -0.77012 -0.73651 0.014
H 0.75976 -2.67833 0.37724 0.348
H 0.12656 -2.17806 1.89518 0.352
H 1.22018 -1.06889 0.91423 0.232

=====

19
Properties=species:S:1:pos:R:3:mulliken_charge:R:1 method="wB97M-V/def2-TZVPD" molar_mass_g_mol=76.16 charge=+1 e_tot_ev=-5856.65091 largest_force_ev_per_a=4.56 homo_lumo_gap_ev=11.0061
C 0.14166 1.15632 -0.90083 -0.290
C -0.06624 2.35106 -1.84252 -1.122
N -0.23122 -0.24332 -1.58288 -0.324
H 1.26412 0.93774 -0.66892 0.384
H -0.29817 1.40521 0.02654 0.337
H 0.45504 3.24114 -1.37588 0.336
H -1.15947 2.70381 -1.99263 0.332
H 0.59024 -0.42012 -2.32664 0.459
H -0.17603 -0.97388 -0.84403 0.129
H -1.19430 -0.29206 -2.14473 0.417
H 0.38900 2.14443 -2.87326 0.333
C -0.03637 -0.96816 1.46138 -0.595
C 0.04695 -2.03065 2.52099 -1.242
H 0.85455 -0.25539 1.53207 0.297
H 0.01491 -1.43700 0.55551 0.214
H -1.02031 -0.44699 1.79029 0.316
H 1.09858 -2.22962 2.94862 0.287
H -0.36703 -3.02328 2.35928 0.330
H -0.30592 -1.61925 3.35765 0.401

=====

19
Properties=species:S:1:pos:R:3:mulliken_charge:R:1 method="wB97M-V/def2-TZVPD" multiplicity=2 s2=0.7532 molar_mass_g_mol=76.16 charge=+2 e_tot_ev=-5842.52155 largest_force_ev_per_a=2.78 homo_lumo_gap_ev="13.9843 / 6.3670"
C -1.99237 2.04956 -0.15310 -0.507
C -0.89014 1.84397 0.80628 -0.496
H -1.78158 2.31679 -1.20460 0.372
H -2.86360 2.61609 0.21932 0.356
H -2.57042 1.02139 -0.37019 0.387
H -0.93566 0.88708 1.36004 0.233
H -0.00629 1.91901 0.16989 0.275
H -0.92497 2.73039 1.48134 0.374
C 1.58498 -1.58640 -1.44095 -0.748
N 0.64948 -1.00770 -0.34811 -0.084
C 0.92732 -1.54022 1.03353 -0.995
H 2.07452 -0.76059 -1.93752 0.359
H 2.36185 -2.07807 -0.87068 0.322
H 0.94906 -2.22450 -2.03714 0.363
H -0.35044 -1.04483 -0.52228 0.360
H 0.89005 -0.02171 -0.26542 0.215
H 1.92258 -1.24640 1.33949 0.434
H 0.84473 -2.62795 1.04884 0.414
H 0.11091 -1.24589 1.69126 0.367

=====

20
Properties=species:S:1:pos:R:3:mulliken_charge:R:1 method="wB97M-V/def2-TZVPD" multiplicity=2 s2=0.7504 molar_mass_g_mol=90.17 charge=-1 e_tot_ev=-7352.84353 largest_force_ev_per_a=1.10 homo_lumo_gap_ev="2.5729 / 9.4876"
C -3.09496 1.63377 0.13951 -1.575
N -3.27093 1.15727 1.50099 -0.049
C -2.34188 0.09708 1.84966 -2.015
H -3.76906 1.09389 -0.54317 0.390
H -2.06904 1.51786 -0.24839 0.462
H -3.29551 2.70540 0.05783 0.421
H -3.14778 1.92243 2.15059 0.296
H -2.49219 -0.75886 1.19081 0.538
H -1.28571 0.38093 1.76871 0.360
H -2.49063 -0.21248 2.89162 0.681
C 1.64756 -1.22286 -0.57637 -2.057
N 2.54887 -1.16746 -1.73327 -0.170
C 3.80185 -0.49505 -1.43187 -1.465
H 0.99139 -0.34505 -0.56979 0.240
H 2.18248 -1.32694 0.36838 0.612
H 0.93043 -2.03488 -0.74084 0.721
H 2.77755 -2.11818 -1.99651 0.337
H 4.50642 -0.63390 -2.25304 0.419
H 3.63808 0.58812 -1.36129 0.411
H 4.23306 -0.78110 -0.46356 0.444

=====

20
Properties=species:S:1:pos:R:3:mulliken_charge:R:1 method="wB97M-V/def2-TZVPD" molar_mass_g_mol=90.17 charge=0 smiles=CNC.CNC e_tot_ev=-7353.85289 largest_force_ev_per_a=3.44 homo_lumo_gap_ev=9.1561
C -2.06334 2.12595 0.05784 -0.848
N -0.69590 1.75295 -0.48692 -0.318
C -0.39633 2.49241 -1.64764 -0.846
H -2.26537 3.20877 0.00055 0.308
H -2.31215 1.77490 1.07345 0.295
H -2.71700 1.60745 -0.66360 0.294
H -0.01476 1.98054 0.24864 0.238
H -0.14089 3.50942 -1.30552 0.330
H -1.25806 2.55784 -2.33302 0.279
H 0.46391 2.08136 -2.20228 0.260
C 2.21727 -2.11734 0.20692 -0.873
N 1.07256 -1.67096 0.90730 -0.261
C 0.11937 -2.74050 1.27239 -0.791
H 2.95199 -1.29541 0.24170 0.300
H 2.12536 -2.46314 -0.83643 0.253
H 2.59353 -2.95183 0.82228 0.319
H 0.68938 -0.77986 0.56686 0.234
H -0.50990 -2.98675 0.40060 0.265
H -0.53705 -2.44162 2.10689 0.262
H 0.67739 -3.64419 1.56998 0.299

=====

21
Properties=species:S:1:pos:R:3:mulliken_charge:R:1 method="wB97M-V/def2-TZVPD" molar_mass_g_mol=106.17 charge=0 smiles=NCCCCN.O e_tot_ev=-9401.19266 largest_force_ev_per_a=3.02 homo_lumo_gap_ev=10.3789
N -1.14926 1.12908 2.06422 -0.557
C -1.13847 1.93799 0.79460 -0.821
C -1.45116 1.23287 -0.52763 -0.481
C -0.09242 0.60198 -0.98889 -1.032
C 0.36190 -0.40617 0.09784 -0.364
N 1.61609 -1.27333 -0.33290 -0.643
H -1.37912 1.70150 2.83887 0.258
H -2.02928 0.57293 1.96681 0.228
H -1.72909 2.82173 0.95555 0.475
H -0.18019 2.37139 0.56362 0.304
H -2.18231 0.35637 -0.62963 0.296
H -1.94480 1.92764 -1.20483 0.325
H 0.68230 1.18653 -1.34653 0.489
H -0.27558 0.16088 -1.89998 0.405
H 0.71331 -0.00409 1.02201 0.409
H -0.44287 -1.10959 0.31148 0.208
H 2.40693 -0.67470 -0.57035 0.234
H 1.89457 -1.54694 0.62565 0.271
O 1.87013 -3.92972 -0.98042 -0.663
H 2.65161 -4.07607 -1.52751 0.305
H 1.79771 -2.98030 -1.23199 0.354

=====

21
Properties=species:S:1:pos:R:3:mulliken_charge:R:1 method="wB97M-V/def2-TZVPD" molar_mass_g_mol=106.17 charge=0 smiles=CNCCNC.O e_tot_ev=-9400.46696 largest_force_ev_per_a=3.49 homo_lumo_gap_ev=9.1135
C -1.78726 0.91789 -1.47947 -0.622
N -1.68442 -0.28142 -0.63437 -0.476
C -0.23127 -0.56158 -0.22415 -0.527
C 0.18526 0.28650 0.95190 -0.414
N 0.20984 -0.41501 2.18922 -0.376
C 1.26137 0.14908 3.04759 -0.728
H -1.20455 1.47866 -0.79644 0.294
H -2.82762 1.32071 -1.49624 0.267
H -1.35405 0.81301 -2.53563 0.203
H -1.94284 -1.14012 -1.12802 0.233
H -0.36718 -1.60031 0.25215 0.438
H 0.46455 -0.43420 -1.11798 0.049
H 1.15205 0.88424 0.69931 0.408
H -0.49041 1.13580 1.06877 0.216
H -0.68422 -0.53064 2.64631 0.244
H 1.28081 -0.48145 3.99225 0.266
H 2.24233 0.23018 2.33479 0.258
H 0.98127 1.16437 3.38433 0.281
O 1.81723 -0.79568 -3.42404 -0.628
H 1.82608 -0.59561 -4.31980 0.300
H 1.15300 -1.54442 -3.41047 0.316

=====

21
Properties=species:S:1:pos:R:3:mulliken_charge:R:1 method="wB97M-V/def2-TZVPD" molar_mass_g_mol=106.17 charge=0 smiles=CNCCCN.O e_tot_ev=-9401.79652 largest_force_ev_per_a=3.30 homo_lumo_gap_ev=9.6421
C 0.16358 2.54491 1.53104 -0.878
N -0.17207 2.05051 0.20480 -0.392
C -0.87726 0.77077 0.21840 -0.780
C -0.98352 0.23558 -1.23944 -0.491
C 0.21930 -0.74185 -1.39700 -0.596
N 0.07049 -2.00652 -0.69281 -0.503
H -0.75843 2.72659 2.13045 0.322
H 0.69883 1.81396 2.13686 0.283
H 0.73078 3.47433 1.44612 0.299
H -0.77838 2.72367 -0.24090 0.236
H -1.91128 1.01680 0.52041 0.417
H -0.46493 0.05921 0.92888 0.411
H -0.97520 0.85155 -2.14963 0.351
H -1.92162 -0.32873 -1.25346 0.314
H 1.05488 -0.16675 -0.95967 0.215
H 0.45903 -0.96293 -2.44460 0.396
H -0.29294 -1.92485 0.23994 0.217
H -0.26532 -2.82975 -1.15891 0.188
O 1.99393 -3.49542 0.56594 -0.673
H 2.31263 -3.17974 1.42460 0.306
H 1.69752 -2.63133 0.18899 0.359

=====

21
Properties=species:S:1:pos:R:3:mulliken_charge:R:1 method="wB97M-V/def2-TZVPD" molar_mass_g_mol=106.17 charge=0 smiles=NCCCCN.O e_tot_ev=-9401.74742 largest_force_ev_per_a=2.26 homo_lumo_gap_ev=9.9429
N 0.48625 -2.56618 -1.51012 -0.681
C 1.32832 -1.31756 -1.59607 -0.484
C 1.59484 -0.77546 -0.21170 -0.522
C 0.70246 0.43693 0.15129 -0.796
C -0.61760 0.12611 0.94780 -0.497
N -0.48506 -0.57776 2.20150 -0.541
H -0.50652 -2.36786 -1.45303 0.216
H 0.62114 -3.04694 -2.39306 0.221
H 2.24710 -1.53140 -2.14207 0.378
H 0.72017 -0.69094 -2.24618 0.295
H 2.62035 -0.52941 0.02799 0.373
H 1.23803 -1.46574 0.56230 0.325
H 1.19013 1.23155 0.73400 0.393
H 0.29275 0.91422 -0.74597 0.324
H -1.20524 -0.41852 0.19625 0.219
H -1.04020 1.12806 1.04422 0.241
H -0.65021 0.02385 3.00337 0.284
H 0.48862 -0.81875 2.37742 0.252
O -2.96771 4.42416 0.53839 -0.635
H -2.28737 3.81402 0.23074 0.317
H -3.77025 4.00761 0.28293 0.315